1.
{
  "formula": "C6H26O10",
  "method": "the ωB97M-V functional and the def2-TZVPD basis",
  "species": ["O", "O", "O", "O", "O", "O", "O", "O", "O", "O", "C", "C", "C", "C", "C", "C", "H", "H", "H", "H", "H", "H", "H", "H", "H", "H", "H", "H", "H", "H", "H", "H", "H", "H", "H", "H", "H", "H", "H", "H", "H", "H"],
  "xyz": [[3.175, -2.543, 1.449], [-0.523, 0.099, 2.919], [-0.304, -1.052, -0.502], [1.768, -2.987, -0.744], [0.783, 1.916, -2.050], [1.620, 3.263, 0.602], [-2.456, -0.616, -5.347], [-2.366, 0.254, 0.627], [-3.512, -0.390, -2.110], [2.123, 0.481, 4.734], [0.814, -0.382, 2.816], [0.019, 2.615, -1.077], [1.493, -0.613, 4.222], [-2.741, 0.375, -3.097], [-1.871, -0.471, -4.107], [0.555, 2.396, 0.321], [-3.152, -0.623, -1.251], [-0.794, 0.010, 3.835], [1.930, 3.208, 1.509], [2.812, -2.387, 0.578], [1.569, 2.464, -2.109], [-0.045, -0.180, -0.800], [-3.448, 1.039, -3.594], [-1.058, 2.494, -1.192], [-1.631, -1.450, -3.692], [0.563, -0.617, 4.791], [1.462, 0.262, 2.220], [-1.658, -0.390, 0.604], [-0.973, 0.110, -4.314], [0.963, 1.389, 0.414], [0.522, -1.521, -0.383], [2.420, -2.976, -1.446], [-2.153, 1.065, -2.492], [2.791, -3.376, 1.723], [2.630, 0.204, 5.501], [-0.277, 2.542, 1.010], [-2.966, -1.429, -5.332], [1.104, -3.607, -1.043], [0.167, 3.683, -1.240], [-2.348, 0.597, 1.520], [2.064, -1.540, 4.263], [0.928, -1.315, 2.265]],
  "lowdin_charge": [-0.06, -0.07, -0.03, -0.03, -0.06, -0.05, -0.06, -0.06, -0.11, -0.04, -0.21, -0.24, -0.25, -0.17, -0.25, -0.27, 0.04, 0.08, 0.09, -0.02, 0.09, 0.03, 0.11, 0.11, 0.12, 0.10, 0.10, -0.02, 0.11, 0.10, 0.01, 0.08, 0.08, 0.03, 0.10, 0.12, 0.09, 0.08, 0.12, 0.02, 0.12, 0.09],
  "energy_ha": -996.49662,
  "orbital_gap_ev": 9.14,
  "de_lowest_ev": 2.7915,
  "homo_energy_ev": -9.158,
  "smiles": "OCCO.OCCO.OCCO.O.O.O.O"
}

***

2.
{
  "formula": "C6H27NO8",
  "method": "the ωB97M-V functional and the def2-TZVPD basis",
  "species": ["O", "O", "O", "O", "O", "O", "O", "O", "N", "C", "C", "C", "C", "C", "C", "H", "H", "H", "H", "H", "H", "H", "H", "H", "H", "H", "H", "H", "H", "H", "H", "H", "H", "H", "H", "H", "H", "H", "H", "H", "H", "H"],
  "xyz": [[0.851, 0.531, 2.736], [1.632, -2.565, -1.261], [-0.024, -4.256, -0.185], [2.186, 0.225, -1.142], [0.016, -0.298, -3.470], [0.667, -2.497, 2.049], [-1.996, -1.954, -0.340], [-2.012, -2.902, 1.756], [1.022, 2.992, 0.647], [-1.781, 1.677, -0.186], [2.009, 2.436, -0.211], [-2.897, 2.414, 0.640], [-0.079, 3.681, -0.110], [-0.958, 2.798, -1.038], [2.193, 0.915, -0.164], [0.786, -0.610, -4.088], [-2.256, 0.887, -0.880], [-0.302, 2.270, -1.666], [-2.362, -2.046, 1.306], [0.515, 0.052, -2.770], [0.325, -0.169, 2.485], [-1.492, 3.358, -1.766], [1.165, -2.589, -2.025], [0.486, 2.163, 1.075], [-0.308, -2.733, 1.660], [2.461, 0.586, 0.869], [-3.518, 2.934, 0.039], [3.008, 2.842, 0.223], [1.883, 2.616, -1.381], [0.906, -4.032, 0.062], [-2.060, -2.266, -1.259], [1.218, 0.429, 3.640], [2.160, -1.816, -1.229], [-0.745, 4.254, 0.652], [-1.012, 1.082, 0.444], [0.328, 4.582, -0.751], [-2.174, -3.630, 1.151], [-0.491, -3.398, -0.129], [-1.744, -1.033, -0.550], [-3.559, 1.525, 1.090], [0.577, -2.869, 2.979], [-2.438, 2.873, 1.572]],
  "lowdin_charge": [-0.04, 0.02, -0.10, 0.04, -0.08, -0.16, -0.07, -0.11, -0.08, -0.22, -0.23, -0.10, -0.24, -0.18, -0.23, 0.11, 0.10, 0.05, 0.09, -0.05, -0.04, 0.09, -0.02, 0.09, 0.04, 0.13, 0.02, 0.14, 0.15, 0.04, 0.10, 0.08, -0.02, 0.12, 0.10, 0.14, 0.05, -0.02, 0.05, 0.11, 0.07, 0.09],
  "energy_ha": -901.34966,
  "orbital_gap_ev": 9.51,
  "de_lowest_ev": 4.8326,
  "homo_energy_ev": -9.248,
  "smiles": "CCCCNCC=O.O.O.O.O.O.O.O"
}

***

3.
{
  "formula": "C6H27O7",
  "method": "the ωB97M-V functional and the def2-TZVPD basis",
  "species": ["O", "O", "O", "O", "O", "O", "O", "C", "C", "C", "C", "C", "C", "H", "H", "H", "H", "H", "H", "H", "H", "H", "H", "H", "H", "H", "H", "H", "H", "H", "H", "H", "H", "H", "H", "H", "H", "H", "H", "H"],
  "xyz": [[9.564, -7.419, -12.617], [11.961, -6.505, -12.882], [14.151, -5.559, -11.484], [12.415, -5.725, -15.293], [12.451, -7.954, -10.732], [14.832, -8.273, -13.685], [12.154, -9.019, -14.156], [12.959, -9.301, -10.771], [13.379, -4.458, -10.982], [15.323, -7.428, -14.734], [11.884, -6.401, -16.464], [9.004, -8.725, -12.795], [12.037, -10.431, -14.342], [10.979, -10.683, -14.324], [13.629, -3.554, -11.545], [11.661, -5.675, -17.243], [12.443, -10.730, -15.309], [8.148, -8.701, -13.472], [10.985, -6.909, -16.134], [12.527, -10.980, -13.535], [8.646, -9.137, -11.846], [9.763, -9.396, -13.176], [14.981, -5.624, -11.006], [12.383, -6.539, -13.784], [13.161, -5.178, -15.558], [12.141, -9.994, -10.959], [12.489, -7.609, -9.838], [13.400, -9.564, -9.809], [12.568, -6.790, -12.135], [15.586, -8.534, -13.149], [12.593, -7.135, -16.848], [13.088, -8.841, -13.967], [11.145, -7.093, -12.862], [14.605, -7.449, -15.557], [13.731, -9.364, -11.532], [8.939, -6.905, -12.098], [16.262, -7.793, -15.148], [15.394, -6.394, -14.392], [12.326, -4.672, -11.131], [13.574, -4.261, -9.928]],
  "lowdin_charge": [-0.12, 0.16, -0.14, -0.14, -0.13, -0.14, -0.15, -0.09, -0.12, -0.11, -0.08, -0.09, -0.12, 0.07, 0.09, 0.09, 0.09, 0.09, 0.09, 0.08, 0.09, 0.05, 0.09, 0.10, 0.10, 0.08, 0.10, 0.09, 0.10, 0.10, 0.08, 0.02, 0.09, 0.07, 0.07, 0.11, 0.09, 0.08, 0.07, 0.09],
  "energy_ha": -771.16212,
  "orbital_gap_ev": 11.06,
  "total_charge": 1,
  "de_lowest_ev": 2.1042,
  "homo_energy_ev": -13.330
}

***

4.
{
  "formula": "C6H28O8",
  "method": "the ωB97M-V functional and the def2-TZVPD basis",
  "species": ["O", "O", "O", "O", "O", "O", "O", "O", "C", "C", "C", "C", "C", "C", "H", "H", "H", "H", "H", "H", "H", "H", "H", "H", "H", "H", "H", "H", "H", "H", "H", "H", "H", "H", "H", "H", "H", "H", "H", "H", "H", "H"],
  "xyz": [[-0.661, 1.372, -3.423], [-0.218, -2.348, 0.453], [-0.280, -0.485, -1.328], [-2.993, 0.006, -1.342], [3.245, 0.445, 0.363], [0.671, 1.322, 0.304], [-2.012, 1.195, 1.422], [0.963, 0.562, 2.885], [-3.875, -1.128, -0.951], [-1.114, 0.587, -4.458], [4.107, 0.818, -0.689], [-2.438, 0.088, 2.190], [1.146, -2.734, 0.840], [1.576, 1.749, 3.437], [4.748, -0.016, -1.168], [-2.184, 1.080, 0.550], [2.518, 1.667, 3.176], [1.243, -2.662, 1.873], [1.611, 0.819, 0.132], [-2.232, 0.381, -4.458], [-0.706, 1.028, -5.534], [-4.877, -0.794, -0.743], [1.313, 2.552, 2.889], [0.374, 1.397, 1.130], [0.639, -0.031, 3.561], [-2.143, -0.439, -1.396], [0.479, -0.985, -1.854], [0.010, 0.604, -0.178], [1.144, 2.079, 4.465], [-3.387, -1.848, -0.285], [-4.049, -1.551, -1.950], [4.976, 1.312, -0.200], [-0.116, -1.804, -0.408], [3.860, -0.007, 0.921], [3.651, 1.705, -1.216], [-2.335, 0.559, 3.110], [-1.691, -0.897, 2.156], [1.378, -3.702, 0.457], [-0.392, -0.168, -4.610], [-0.451, 0.626, -2.676], [1.981, -2.151, 0.473], [-3.480, -0.201, 2.080]],
  "lowdin_charge": [-0.20, -0.19, -0.39, -0.16, -0.14, 0.17, -0.09, -0.13, -0.10, -0.26, -0.14, -0.15, -0.14, -0.09, 0.12, -0.01, 0.03, 0.04, 0.16, 0.09, 0.11, 0.06, 0.04, -0.01, 0.09, 0.00, 0.08, 0.13, 0.14, 0.08, 0.07, 0.08, 0.01, 0.09, 0.12, 0.04, 0.13, 0.06, 0.03, 0.07, 0.05, 0.07],
  "energy_ha": -847.01880,
  "orbital_gap_ev": 8.89,
  "de_lowest_ev": 9.0119,
  "homo_energy_ev": -8.967
}

***

5.
{
  "formula": "C6H28O8",
  "method": "the ωB97M-V functional and the def2-TZVPD basis",
  "species": ["O", "O", "O", "O", "O", "O", "O", "O", "C", "C", "C", "C", "C", "C", "H", "H", "H", "H", "H", "H", "H", "H", "H", "H", "H", "H", "H", "H", "H", "H", "H", "H", "H", "H", "H", "H", "H", "H", "H", "H", "H", "H"],
  "xyz": [[10.307, 36.118, -16.211], [9.353, 35.295, -11.307], [7.435, 31.640, -9.178], [6.841, 36.745, -7.770], [11.930, 36.229, -8.448], [12.250, 32.701, -13.900], [11.353, 38.727, -12.952], [8.545, 30.124, -12.838], [9.136, 30.990, -7.606], [7.623, 31.160, -7.845], [14.105, 31.229, -14.733], [14.275, 33.827, -14.574], [13.634, 32.547, -13.984], [6.928, 29.834, -7.686], [12.156, 38.813, -12.437], [14.153, 32.537, -13.025], [7.359, 29.034, -8.288], [9.753, 31.817, -7.959], [13.483, 30.446, -14.300], [9.377, 30.564, -13.030], [6.986, 29.581, -6.627], [8.155, 30.490, -12.041], [5.856, 29.966, -7.835], [11.407, 39.430, -13.600], [8.745, 34.689, -10.875], [7.245, 31.847, -7.088], [10.021, 35.588, -10.683], [13.949, 31.170, -15.811], [15.140, 31.085, -14.423], [10.130, 36.992, -15.863], [9.299, 30.897, -6.532], [10.616, 35.617, -15.456], [14.044, 33.834, -15.639], [7.568, 36.162, -7.985], [11.771, 36.513, -7.549], [12.834, 36.488, -8.626], [13.990, 34.757, -14.082], [15.363, 33.858, -14.514], [6.663, 36.576, -6.844], [8.742, 29.200, -12.667], [9.619, 30.149, -8.104], [9.815, 34.764, -11.960]],
  "lowdin_charge": [-0.05, 0.38, -0.42, -0.05, -0.05, -0.42, -0.06, 0.37, -0.12, -0.66, -0.09, -0.12, -0.68, -0.12, 0.03, 0.08, 0.06, 0.04, 0.04, 0.17, 0.06, 0.16, 0.07, 0.03, 0.17, 0.10, 0.17, 0.06, 0.05, 0.02, 0.06, 0.02, 0.06, 0.02, 0.04, 0.04, 0.05, 0.05, 0.04, 0.18, 0.06, 0.17],
  "energy_ha": -846.90287,
  "orbital_gap_ev": 4.40,
  "de_lowest_ev": 12.1667,
  "homo_energy_ev": -6.056
}

***

6.
{
  "formula": "C6H29N2O6",
  "method": "the ωB97M-V functional and the def2-TZVPD basis",
  "species": ["O", "O", "O", "O", "O", "O", "N", "N", "C", "C", "C", "C", "C", "C", "H", "H", "H", "H", "H", "H", "H", "H", "H", "H", "H", "H", "H", "H", "H", "H", "H", "H", "H", "H", "H", "H", "H", "H", "H", "H", "H", "H", "H"],
  "xyz": [[1.696, 0.482, 2.609], [2.682, -1.471, 1.083], [1.538, 2.768, 0.607], [-2.815, 0.292, 2.573], [-0.811, 1.561, 1.309], [3.110, -0.340, -1.424], [-1.235, 1.669, -1.299], [-1.497, -1.956, 1.044], [-0.588, -1.893, -0.112], [-0.008, 0.863, -1.678], [0.046, -3.283, -0.371], [-1.319, -1.345, -1.325], [-1.661, 2.664, -2.296], [-0.420, -0.505, -2.236], [-0.695, -4.003, -0.720], [2.974, -2.388, 1.171], [-2.190, -0.759, -1.017], [4.052, -0.558, -1.458], [0.715, -3.240, -1.230], [-2.709, 2.873, -2.174], [3.138, 0.624, -1.367], [-1.583, 1.082, 1.705], [-0.835, -0.315, -3.212], [-1.712, -2.106, -1.992], [-1.002, 3.537, -2.245], [0.492, -3.556, 0.581], [-3.053, -0.449, 1.995], [2.139, 3.513, 0.705], [-1.989, 1.028, -1.131], [0.524, 0.779, -0.739], [-2.246, -0.102, 3.246], [0.296, -1.293, 0.099], [-0.980, -2.079, 1.910], [-0.559, 2.275, 1.907], [1.963, 1.994, 1.004], [0.951, 0.215, 2.059], [2.867, -1.294, 0.138], [2.288, -0.287, 2.580], [-1.097, 1.972, -0.304], [-1.366, 2.395, -3.309], [0.521, 1.424, -2.440], [0.518, -1.006, -2.430], [-1.994, -2.842, 0.986]],
  "lowdin_charge": [-0.07, -0.07, -0.06, -0.05, -0.07, -0.04, -0.01, 0.04, -0.44, -0.13, -0.05, -0.15, 0.00, -0.16, 0.08, 0.07, 0.10, 0.08, 0.08, 0.10, 0.06, 0.02, 0.11, 0.12, 0.11, 0.08, 0.04, 0.05, 0.12, 0.09, 0.07, 0.10, 0.08, 0.08, 0.02, -0.01, 0.01, 0.02, 0.12, 0.10, 0.13, 0.11, 0.09],
  "energy_ha": -806.74318,
  "orbital_gap_ev": 10.49,
  "total_charge": 1,
  "de_lowest_ev": 1.0841,
  "homo_energy_ev": -12.877
}

***

> Number 3 is which compound?

C6H27O7

***

> Which formula does entry 3 have?

C6H27O7